ORCA calculation (wB97M-V/def2-TZVPD) on 4 unconnected molecules or ions with the total composition C24H58NO5P.

```
89
Properties=species:S:1:pos:R:3:forces:R:3
C 2.2908 -0.2700 0.5509 0.87 0.51 -0.83
C 2.6775 1.3410 0.5907 -0.05 -0.44 0.11
C 1.4016 2.2974 0.2092 0.58 0.14 -0.20
O 0.0815 1.7459 0.6359 -0.40 2.14 -1.31
C -0.9596 2.6496 0.0454 2.13 0.64 -0.93
O -1.9686 3.0941 1.0195 -2.28 -2.26 -1.34
P -3.3116 1.9871 1.1351 2.36 -5.24 3.39
O -2.6918 0.5559 1.5397 -2.74 5.45 -2.06
O -4.2688 2.5332 2.5255 1.71 -0.93 -2.93
O -4.2693 1.8389 -0.3113 0.17 1.44 3.80
C -5.7021 2.0659 -0.0641 -2.74 1.20 -1.08
N -6.4340 0.9031 0.5730 0.79 -0.15 -0.91
C -5.8508 -0.4392 0.1801 -0.22 -0.91 0.48
H 3.2214 -0.8799 0.9562 -2.08 1.22 -0.68
H 2.1947 -0.5561 -0.6031 -0.12 0.45 2.59
H 1.3082 -0.5012 1.1490 2.04 0.46 -1.26
H 3.5403 1.5562 -0.2034 -1.93 -0.44 1.68
H 3.1345 1.6200 1.6513 -1.22 -0.52 -2.20
H 1.3399 2.4342 -0.9745 0.39 -0.16 2.50
H 1.5562 3.3266 0.7644 -0.33 -1.82 -1.35
H -0.3535 3.6240 -0.2813 -1.76 -1.83 0.88
H -1.3945 2.1985 -0.9473 0.47 0.49 2.20
H -4.3915 1.7464 3.1335 0.49 0.86 -1.33
H -5.9401 3.0259 0.5829 0.93 -1.96 -1.21
H -6.1881 2.2845 -1.1320 1.47 -0.48 1.96
H -7.4740 0.9539 0.3679 2.00 0.07 0.08
H -6.6763 -1.2507 0.4637 1.91 1.68 -0.83
H -5.5270 -0.5206 -0.9479 -0.79 0.08 2.02
H -4.9070 -0.6446 0.8422 -1.74 0.37 -1.36
C -1.1547 -1.5072 3.1725 0.23 0.18 -0.19
C -0.7944 -2.8598 2.5775 -0.17 -0.09 0.11
C -0.9367 -4.0149 3.5718 0.08 -0.13 -0.12
C -0.0214 -3.9397 4.7985 -0.03 0.13 0.08
C 1.4777 -3.8629 4.4945 -0.12 -0.02 0.11
C 2.0039 -5.0881 3.7643 0.23 0.00 -0.12
H -0.4896 -1.2386 3.9981 -0.04 -0.04 0.02
H -1.0693 -0.7262 2.4106 -0.12 -0.09 0.24
H -2.1846 -1.5068 3.5437 0.10 0.05 -0.04
H 0.2228 -2.8242 2.1733 -0.01 -0.06 0.01
H -1.4567 -3.0522 1.7247 0.10 -0.01 0.05
H -0.7590 -4.9577 3.0416 -0.01 0.02 0.07
H -1.9767 -4.0582 3.9193 0.08 0.03 -0.04
H -0.2110 -4.8201 5.4261 0.04 0.06 -0.05
H -0.2990 -3.0726 5.4083 -0.01 -0.06 -0.06
H 2.0195 -3.7634 5.4418 -0.05 0.06 -0.06
H 1.7064 -2.9626 3.9139 -0.07 -0.03 0.05
H 1.8270 -5.9968 4.3483 -0.01 0.05 -0.08
H 3.0833 -4.9954 3.6024 -0.12 -0.10 -0.01
H 1.5331 -5.2098 2.7851 0.03 -0.03 0.08
C 6.0651 4.0136 1.3063 0.13 0.03 0.16
C 5.4970 5.2104 0.5591 -0.17 -0.02 -0.04
C 4.9670 4.8580 -0.8331 -0.03 0.15 -0.06
C 6.0135 4.3219 -1.8158 0.07 -0.13 0.05
C 7.2081 5.2457 -2.0704 -0.08 -0.13 -0.06
C 6.8151 6.5733 -2.6981 0.16 0.20 -0.01
H 6.9275 3.5854 0.7877 -0.08 -0.01 0.06
H 6.3954 4.3157 2.3050 -0.02 -0.12 -0.09
H 5.3078 3.2316 1.4224 0.09 0.02 -0.03
H 6.2564 5.9967 0.4932 -0.06 -0.03 -0.04
H 4.6723 5.6291 1.1487 0.09 0.02 -0.09
H 4.4868 5.7458 -1.2604 0.03 -0.07 0.00
H 4.1728 4.1076 -0.7312 0.05 0.04 0.02
H 5.5159 4.1145 -2.7720 0.06 0.03 0.07
H 6.3886 3.3562 -1.4586 -0.05 0.05 -0.01
H 7.9046 4.7350 -2.7448 -0.04 0.00 0.11
H 7.7584 5.4273 -1.1407 -0.05 -0.06 -0.04
H 6.3032 6.4176 -3.6529 0.00 0.04 0.09
H 7.7078 7.1790 -2.8883 -0.17 -0.02 -0.02
H 6.1575 7.1521 -2.0440 0.02 -0.03 -0.08
C -2.5322 -2.1766 -1.6254 0.17 -0.02 0.09
C -2.4745 -2.2694 -3.1424 -0.10 0.10 -0.05
C -3.8537 -2.4045 -3.7927 0.06 -0.03 -0.16
C -4.6352 -3.6672 -3.4144 -0.02 -0.01 0.16
C -3.9264 -4.9914 -3.7132 -0.14 0.07 0.04
C -3.6531 -5.2033 -5.1936 0.16 -0.18 -0.09
H -2.9547 -3.0820 -1.1807 0.01 0.08 0.00
H -1.5248 -2.0462 -1.2178 -0.16 0.02 0.07
H -3.1382 -1.3211 -1.3102 0.06 -0.09 0.05
H -1.8285 -3.1038 -3.4352 -0.06 0.03 -0.04
H -1.9962 -1.3610 -3.5285 -0.03 -0.12 -0.02
H -3.7335 -2.3627 -4.8814 -0.05 -0.01 0.06
H -4.4599 -1.5300 -3.5244 0.06 -0.05 0.00
H -5.5957 -3.6516 -3.9455 0.09 -0.02 0.03
H -4.8833 -3.6368 -2.3474 0.01 0.03 -0.06
H -4.5583 -5.8121 -3.3555 0.07 0.08 0.04
H -2.9877 -5.0599 -3.1528 -0.08 0.04 0.00
H -4.5839 -5.1846 -5.7693 0.09 0.03 0.02
H -3.1767 -6.1766 -5.3533 -0.07 0.13 -0.07
H -2.9830 -4.4387 -5.5957 -0.07 -0.05 0.00
```
Forces are in eV/Å.

Values from the calculation:
Multiplicity ... 1
Lowest unoccupied orbital energy ... 0.061 eV
SMILES ... CCCOCO[P@@](=O)(O)OCNC.CCCCCC.CCCCCC.CCCCCC
Kohn-Sham gap ... 9.282 eV

Atomic charges from the Löwdin analysis, expressed in e, are listed below:
1 C -0.13
2 C -0.22
3 C -0.22
4 O -0.19
5 C -0.23
6 O -0.21
7 P 0.81
8 O -0.35
9 O -0.20
10 O -0.24
11 C -0.28
12 N -0.14
13 C -0.15
14 H 0.08
15 H 0.09
16 H 0.07
17 H 0.11
18 H 0.11
19 H 0.14
20 H 0.13
21 H 0.14
22 H 0.16
23 H 0.10
24 H 0.13
25 H 0.14
26 H 0.12
27 H 0.11
28 H 0.08
29 H 0.08
30 C -0.12
31 C -0.27
32 C -0.23
33 C -0.23
34 C -0.27
35 C -0.12
36 H 0.07
37 H 0.04
38 H 0.08
39 H 0.09
40 H 0.10
41 H 0.10
42 H 0.11
43 H 0.11
44 H 0.10
45 H 0.10
46 H 0.10
47 H 0.07
48 H 0.07
49 H 0.07
50 C -0.11
51 C -0.27
52 C -0.23
53 C -0.23
54 C -0.27
55 C -0.12
56 H 0.07
57 H 0.07
58 H 0.06
59 H 0.10
60 H 0.11
61 H 0.10
62 H 0.09
63 H 0.11
64 H 0.10
65 H 0.10
66 H 0.10
67 H 0.08
68 H 0.07
69 H 0.07
70 C -0.11
71 C -0.27
72 C -0.23
73 C -0.23
74 C -0.27
75 C -0.12
76 H 0.07
77 H 0.07
78 H 0.06
79 H 0.10
80 H 0.10
81 H 0.10
82 H 0.10
83 H 0.11
84 H 0.10
85 H 0.10
86 H 0.10
87 H 0.08
88 H 0.07
89 H 0.07

---

ORCA calculation (wB97M-V/def2-TZVPD) on 8 unconnected molecules or ions with the total composition C12H3Cl29F4O5S.

```
54
Properties=species:S:1:pos:R:3:forces:R:3
O 5.0909 1.7726 1.9593 3.44 0.85 1.80
C 4.0974 1.5095 1.4431 -1.99 -0.37 -1.03
Cl 3.4580 -0.1104 1.7519 -0.65 0.24 -0.57
C 3.4397 2.5464 0.5577 -0.90 -0.73 0.01
C 2.0845 3.0951 0.9876 0.46 0.29 -1.15
O 1.0930 2.7927 0.0143 0.03 1.36 0.34
C 0.3540 1.6892 0.1490 -0.65 1.35 1.28
O 0.6864 0.6624 -0.2548 1.33 -3.42 -1.18
C -1.0457 1.7848 0.7735 1.99 1.34 -2.26
F -1.1785 0.9763 1.7246 -0.26 -2.67 3.40
F -1.8459 1.4408 -0.1831 -2.22 -0.56 -1.86
F -1.3415 2.9786 1.1494 -0.52 2.55 0.99
S 2.0983 4.9100 1.0513 0.04 -1.32 1.23
O 1.1185 5.3394 1.9357 -2.38 0.51 1.15
O 3.3961 5.3502 1.2801 2.53 0.65 -0.45
F 1.6537 5.2421 -0.3549 -0.15 0.37 -1.52
H 4.1708 3.3101 0.4811 0.61 0.81 0.17
H 3.2804 2.1937 -0.4342 -0.03 -0.69 -0.80
H 1.8219 2.8098 1.9851 -0.44 -0.25 0.67
Cl -1.2766 0.0042 -2.4827 0.07 -0.52 -0.23
C -0.1438 -0.8410 -3.5412 0.09 0.15 -0.08
Cl -0.7668 -0.8213 -5.1914 -0.06 0.01 -0.11
Cl 1.4081 0.0041 -3.4958 0.14 0.10 -0.04
Cl 0.1145 -2.5150 -3.0491 -0.27 0.25 0.08
Cl 1.8016 -4.2019 4.0857 -0.19 0.05 0.09
C 1.2874 -2.5616 4.4725 -0.05 0.11 0.13
Cl 2.5474 -1.7448 5.4020 0.15 -0.01 0.03
Cl 1.0122 -1.6565 2.9809 -0.27 -0.20 0.00
Cl -0.1937 -2.5893 5.4364 -0.03 -0.07 -0.07
Cl -2.2088 2.4123 -6.4058 -0.01 -0.02 -0.06
C -2.2548 3.2426 -4.8509 0.00 0.02 0.02
Cl -3.4024 2.4329 -3.7818 -0.07 0.03 -0.01
Cl -0.6456 3.2172 -4.1222 0.05 -0.02 0.02
Cl -2.7629 4.9128 -5.0949 -0.04 0.07 0.00
Cl -6.9908 8.7663 -6.6655 -0.02 0.04 -0.03
C -6.2822 7.5117 -5.6491 -0.02 -0.03 -0.01
Cl -4.6378 7.9757 -5.2044 0.08 0.04 0.02
Cl -7.2516 7.3182 -4.1890 -0.03 -0.01 0.05
Cl -6.2412 5.9874 -6.5353 0.01 -0.05 -0.03
Cl 4.6618 -4.4800 2.2942 0.13 0.04 -0.08
C 4.7931 -6.2364 2.2198 0.02 0.03 -0.02
Cl 5.3641 -6.7182 0.6223 0.01 -0.02 -0.06
Cl 5.9312 -6.7943 3.4457 0.02 -0.02 0.05
Cl 3.2077 -6.9602 2.5154 -0.05 -0.03 0.01
Cl -2.1516 -5.6345 6.6646 0.07 -0.11 -0.07
C -3.5068 -4.5089 6.6016 0.02 -0.08 0.02
Cl -4.9650 -5.3134 7.1808 -0.08 -0.02 0.01
Cl -3.1428 -3.1328 7.6390 0.00 0.20 0.06
Cl -3.7523 -3.9574 4.9445 0.01 0.01 -0.03
Cl -1.4786 -6.4517 -3.9037 -0.03 0.02 -0.05
C -0.5172 -6.7804 -2.4622 0.03 -0.03 -0.08
Cl 0.4989 -8.1968 -2.7376 0.02 -0.04 -0.02
Cl 0.5063 -5.3885 -2.1115 0.18 -0.13 0.14
Cl -1.5822 -7.0764 -1.0956 -0.12 -0.04 0.13
```
Forces are in eV/Å.

Values from the calculation:
Multiplicity ... 1
Lowest unoccupied orbital energy ... 0.014 eV
SMILES ... O=C(Cl)C[C@H](OC(=O)C(F)(F)F)S(=O)(=O)F.ClC(Cl)(Cl)Cl.ClC(Cl)(Cl)Cl.ClC(Cl)(Cl)Cl.ClC(Cl)(Cl)Cl.ClC(Cl)(Cl)Cl.ClC(Cl)(Cl)Cl.ClC(Cl)(Cl)Cl
Kohn-Sham gap ... 11.051 eV

Atomic charges from the Löwdin analysis, expressed in e, are listed below:
1 O 0.10
2 C -0.80
3 Cl 0.68
4 C -0.09
5 C -0.27
6 O 0.02
7 C -0.41
8 O 0.18
9 C -0.73
10 F 0.26
11 F 0.15
12 F 0.23
13 S 0.60
14 O -0.20
15 O -0.20
16 F -0.07
17 H 0.11
18 H 0.13
19 H 0.15
20 Cl 0.57
21 C -2.02
22 Cl 0.53
23 Cl 0.53
24 Cl 0.50
25 Cl 0.51
26 C -2.04
27 Cl 0.53
28 Cl 0.50
29 Cl 0.51
30 Cl 0.52
31 C -2.05
32 Cl 0.52
33 Cl 0.51
34 Cl 0.51
35 Cl 0.53
36 C -2.07
37 Cl 0.51
38 Cl 0.53
39 Cl 0.52
40 Cl 0.50
41 C -2.06
42 Cl 0.53
43 Cl 0.53
44 Cl 0.51
45 Cl 0.52
46 C -2.08
47 Cl 0.53
48 Cl 0.52
49 Cl 0.52
50 Cl 0.53
51 C -2.07
52 Cl 0.53
53 Cl 0.49
54 Cl 0.53

---

Calculated values (hartree/bohr) of F_max for the records, taken in order: 0.130, 0.084.